Entry 1:
{
  "formula": "C9H15N4",
  "method": "ωB97M-V/def2-TZVPD",
  "spin_multiplicity": 1,
  "e_homo_ev": [-12.66, -12.65],
  "charge": 1,
  "orbital_gap_ev": [8.4356, 8.4327],
  "e_above_lowest_kcal_mol": 125.40,
  "symbols": ["C", "C", "C", "C", "C", "C", "C", "C", "C", "N", "N", "N", "N", "H", "H", "H", "H", "H", "H", "H", "H", "H", "H", "H", "H", "H", "H", "H"],
  "positions_angstrom": [[-2.11, 1.54, 0.60], [-3.51, 1.65, 0.38], [-1.95, 0.22, 0.28], [0.16, -0.87, 1.56], [1.32, -0.17, 1.72], [0.79, -0.27, -0.52], [0.31, 0.57, -1.61], [-3.26, -1.78, -0.29], [3.29, 0.29, 0.51], [-4.09, 0.52, 0.06], [-3.09, -0.39, -0.06], [-0.17, -0.93, 0.28], [1.82, 0.45, 0.51], [-1.54, 2.38, 0.60], [-4.16, 2.62, 0.53], [-0.51, -1.27, 2.33], [1.82, 0.07, 2.67], [1.42, -0.99, -0.91], [0.07, 1.62, -1.36], [-0.65, 0.14, -2.12], [0.92, 0.61, -2.57], [-3.45, -1.91, -1.35], [-2.41, -2.32, 0.17], [-4.19, -2.05, 0.22], [3.48, -0.86, 0.84], [3.68, 0.48, -0.48], [3.67, 0.86, 1.25], [1.60, 1.40, 0.44]]
}


Entry 2:
{
  "formula": "C9H15NO3S",
  "method": "ωB97M-V/def2-TZVPD",
  "spin_multiplicity": 1,
  "e_homo_ev": [-8.35, -8.35],
  "orbital_gap_ev": [6.7746, 6.7730],
  "e_above_lowest_kcal_mol": 164.58,
  "symbols": ["C", "C", "C", "C", "C", "C", "C", "C", "C", "N", "O", "O", "O", "S", "H", "H", "H", "H", "H", "H", "H", "H", "H", "H", "H", "H", "H", "H", "H"],
  "positions_angstrom": [[0.61, 0.06, 0.77], [0.02, -0.94, -0.06], [-0.96, -0.32, -0.81], [-0.18, 1.16, 0.54], [-1.94, -0.86, -1.75], [1.02, -2.81, 1.09], [1.42, -2.48, -1.40], [-0.80, 4.54, 2.03], [0.46, -2.40, -0.21], [0.51, 4.55, 1.45], [2.06, 3.81, -0.34], [-1.04, 1.05, -0.40], [-0.80, -3.17, -0.43], [0.73, 3.70, 0.22], [1.21, -0.09, 1.70], [-2.28, -0.09, -2.56], [-1.36, -1.59, -2.40], [-2.74, -1.49, -1.37], [1.60, -3.73, 0.99], [1.71, -2.12, 1.36], [0.17, -3.10, 1.83], [0.95, -1.94, -2.24], [1.59, -3.58, -1.67], [2.41, -1.84, -1.20], [-1.65, 5.24, 1.65], [-0.72, 4.82, 3.06], [-1.15, 3.42, 1.85], [-0.59, -3.92, -0.99], [-0.24, 4.14, -0.68]]
}


Entry 3:
{
  "formula": "C9H15O3P",
  "method": "ωB97M-V/def2-TZVPD",
  "spin_multiplicity": 1,
  "e_homo_ev": [-7.88, -7.18],
  "orbital_gap_ev": [8.1721, 6.2896],
  "e_above_lowest_kcal_mol": 37.69,
  "symbols": ["C", "C", "C", "C", "C", "C", "C", "C", "C", "O", "O", "O", "P", "H", "H", "H", "H", "H", "H", "H", "H", "H", "H", "H", "H", "H", "H", "H"],
  "positions_angstrom": [[4.49, -0.65, 1.60], [3.39, -0.13, 1.13], [-2.12, -2.20, -0.59], [-1.05, -1.74, -0.01], [-0.46, 2.56, -1.32], [-3.09, -3.11, 0.12], [-2.22, 3.04, 0.16], [2.81, -0.47, -0.24], [-0.62, 3.02, 0.05], [-0.56, 2.84, -2.46], [0.25, -1.22, -2.38], [1.51, -1.05, -0.12], [0.13, -0.68, -1.02], [4.71, -0.29, 2.57], [5.07, -1.31, 0.96], [2.71, 0.50, 1.71], [-2.27, -1.98, -1.61], [-0.80, -1.86, 1.04], [-2.81, -3.44, 1.12], [-3.16, -3.88, -0.54], [-3.98, -2.54, 0.03], [-2.42, 2.45, 1.08], [-2.76, 2.36, -0.66], [-2.59, 4.08, 0.15], [3.42, -1.22, -0.90], [2.82, 0.42, -0.77], [-0.19, 2.40, 0.80], [-0.21, 4.08, 0.10]]
}


Entry 4:
{
  "formula": "C9H15PS",
  "method": "ωB97M-V/def2-TZVPD",
  "spin_multiplicity": 1,
  "e_homo_ev": [-7.56, -7.56],
  "orbital_gap_ev": [6.3449, 6.3468],
  "e_above_lowest_kcal_mol": 104.88,
  "symbols": ["C", "C", "C", "C", "C", "C", "C", "C", "C", "P", "S", "H", "H", "H", "H", "H", "H", "H", "H", "H", "H", "H", "H", "H", "H", "H"],
  "positions_angstrom": [[0.02, 1.02, -1.72], [1.43, 1.26, -1.97], [2.31, 1.08, -0.71], [-0.81, -1.57, 1.41], [-2.19, -1.15, 0.91], [1.69, -0.11, 0.06], [-0.19, -0.26, 1.98], [-2.04, -0.36, -0.36], [0.62, 0.52, 0.97], [-0.78, 1.11, -0.20], [-1.44, 0.72, -3.61], [1.54, 0.41, -2.77], [1.67, 2.29, -2.37], [3.29, 0.75, -0.92], [2.24, 1.94, -0.18], [-0.82, -2.21, 2.17], [-0.43, -2.06, 0.45], [-2.96, -2.01, 0.61], [-2.61, -0.39, 1.58], [1.32, -0.89, -0.62], [2.31, -0.62, 0.67], [-0.97, 0.52, 2.34], [0.50, -0.43, 2.79], [-1.64, -0.86, -1.25], [-3.03, 0.01, -0.82], [0.99, 1.29, 1.57]]
}


Entry 5:
{
  "formula": "C9H16BrN2O3PS",
  "method": "ωB97M-V/def2-TZVPD",
  "spin_multiplicity": 1,
  "e_homo_ev": -8.99,
  "orbital_gap_ev": 7.8128,
  "symbols": ["O", "C", "O", "Br", "O", "P", "S", "H", "H", "C", "C", "C", "C", "N", "H", "H", "H", "H", "H", "H", "H", "C", "C", "C", "C", "N", "H", "H", "H", "H", "H", "H", "H"],
  "positions_angstrom": [[-1.27, -3.09, 5.76], [-0.97, -2.02, 5.50], [0.16, -1.74, 4.84], [0.92, -0.18, 5.47], [-1.77, -0.95, 5.81], [-3.23, -1.14, 4.99], [-2.96, -0.91, 3.09], [-4.01, -0.12, 5.58], [-3.77, -2.41, 5.26], [0.76, -1.51, -0.22], [-0.39, -2.15, -0.99], [-1.27, -1.12, -1.70], [-1.87, -0.20, -0.73], [-2.34, 0.50, 0.03], [0.39, -0.86, 0.58], [1.38, -2.27, 0.24], [1.39, -0.91, -0.89], [-0.99, -2.74, -0.31], [0.02, -2.84, -1.74], [-2.07, -1.62, -2.25], [-0.68, -0.54, -2.42], [0.56, 2.86, -2.98], [2.00, 3.04, -2.51], [3.00, 2.23, -3.33], [2.70, 0.79, -3.25], [2.45, -0.31, -3.18], [0.23, 1.83, -2.88], [-0.12, 3.48, -2.38], [0.45, 3.16, -4.02], [2.07, 2.74, -1.46], [2.27, 4.09, -2.56], [4.01, 2.39, -2.97], [2.96, 2.53, -4.38]]
}


Entry 6:
{
  "formula": "C9H16Cl2N2O2PTc",
  "method": "ωB97M-V/def2-TZVPD",
  "spin_multiplicity": 4,
  "e_homo_ev": [-21.26, -20.46],
  "charge": 3,
  "orbital_gap_ev": [6.1617, 4.9628],
  "e_above_lowest_kcal_mol": 38.93,
  "symbols": ["C", "C", "H", "H", "H", "O", "Cl", "Tc", "P", "C", "C", "H", "H", "H", "C", "H", "H", "H", "H", "H", "H", "C", "O", "Cl", "N", "C", "C", "C", "N", "H", "H", "H", "H"],
  "positions_angstrom": [[0.59, -2.85, -0.68], [-0.22, -1.81, 0.01], [-0.07, -3.62, -1.11], [1.29, -3.30, 0.03], [1.17, -2.41, -1.50], [-1.25, -1.94, 0.63], [2.18, -0.70, 0.41], [-0.06, 0.62, 0.39], [0.10, 1.06, -1.80], [-1.46, 1.65, -2.53], [1.28, 2.42, -2.13], [1.66, -0.56, -2.71], [0.70, 0.26, -3.99], [-0.05, -1.04, -3.01], [0.66, -0.20, -2.99], [2.21, 2.23, -1.58], [1.50, 2.45, -3.21], [-1.29, 1.90, -3.59], [-1.80, 2.54, -1.99], [0.85, 3.37, -1.81], [-2.21, 0.86, -2.45], [-1.93, 0.96, 0.49], [-3.08, 1.16, 0.56], [0.46, 2.71, 1.05], [0.33, -1.36, 2.85], [0.13, -1.49, 4.19], [-0.45, -0.30, 4.61], [-0.59, 0.52, 3.48], [-0.11, -0.15, 2.41], [0.79, -2.05, 2.26], [0.39, -2.40, 4.69], [-0.75, -0.04, 5.62], [-0.97, 1.52, 3.38]]
}